Record 1
{"formula": "C12H26N6O3", "method": "the ωB97M-V functional and the def2-TZVPD basis", "homo_energy_ha": -0.339, "lumo_ev": 0.232, "max_force_ev_per_a": 3.407, "total_energy_ev": -27949.458, "smiles": "[H]/N=C(/N)NCCC[C@H](NC(=O)[C@@H](N)CCCCN)C(=O)O", "elements": ["H", "N", "C", "N", "N", "C", "C", "C", "C", "N", "C", "O", "C", "N", "C", "C", "C", "C", "N", "C", "O", "O", "H", "H", "H", "H", "H", "H", "H", "H", "H", "H", "H", "H", "H", "H", "H", "H", "H", "H", "H", "H", "H", "H", "H", "H", "H"], "coordinates": [[-1.777303, 4.997700, -1.788731], [-2.092483, 5.712372, -1.106885], [-2.205631, 5.152801, 0.000276], [-2.608983, 5.872254, 1.150698], [-2.003653, 3.836507, 0.354069], [-1.817754, 2.847985, -0.682047], [-1.516599, 1.516075, -0.010965], [-0.076098, 1.491457, 0.641039], [0.068136, 0.391298, 1.755719], [-0.165953, -0.920934, 1.199234], [0.697867, -1.620344, 0.467426], [1.789441, -1.155085, 0.101031], [0.273457, -3.072435, 0.012327], [-1.139544, -3.321945, 0.272149], [0.627944, -3.276728, -1.444446], [2.091745, -3.644541, -1.660065], [2.547512, -3.883734, -3.104908], [4.042641, -4.219973, -3.318016], [4.986993, -3.139713, -3.022024], [-1.099466, 0.609725, 2.849773], [-2.150682, 0.097300, 2.661880], [-0.891059, 1.521723, 3.802514], [-2.069263, 5.604689, 1.973846], [-2.656697, 6.845394, 0.991309], [-2.672524, 3.510593, 1.001991], [-0.920853, 3.063763, -1.336490], [-2.722405, 2.716844, -1.345250], [-2.318674, 1.392808, 0.733080], [-1.690357, 0.730153, -0.819626], [0.123483, 2.477310, 1.119341], [0.751154, 1.311461, 0.004678], [1.058221, 0.406647, 2.275065], [-1.129266, -1.327251, 1.478846], [0.879133, -3.744177, 0.638171], [-1.761284, -2.769259, -0.331509], [-1.481484, -4.291061, 0.270380], [0.082659, -4.074916, -1.902397], [0.328912, -2.375399, -2.006069], [2.314688, -4.529895, -1.003436], [2.736096, -2.917783, -1.189152], [1.953739, -4.708936, -3.540821], [2.306390, -3.066662, -3.742807], [4.208796, -4.659285, -4.337064], [4.256884, -5.077011, -2.606900], [4.870300, -2.445808, -3.719579], [4.671221, -2.670736, -2.143099], [0.039666, 1.870004, 3.835452]], "atomic_forces_ev_per_a": [[-0.5, 0.8, 0.2], [0.8, -0.2, -2.1], [-0.7, 0.5, 2.7], [0.3, -1.4, -0.1], [0.9, -0.3, -1.3], [0.7, -0.5, -1.1], [0.4, -0.7, -0.8], [-1.4, 0.2, 1.9], [-0.6, 0.4, 0.9], [-3.0, -0.8, 1.4], [1.2, -0.3, -1.2], [-1.0, -0.4, 0.6], [-0.5, 0.3, 0.4], [-1.0, 0.3, 0.4], [1.1, 0.7, -0.8], [1.1, -0.5, 0.6], [-0.2, -1.3, -0.1], [-0.3, -1.5, 1.0], [-0.6, -0.3, 1.3], [2.3, 0.4, -2.2], [-1.1, -0.6, 0.7], [1.0, 0.5, 0.5], [-0.3, 0.3, -0.4], [0.1, 1.0, -0.1], [-0.7, -0.1, 1.0], [-1.0, 0.3, 0.6], [0.8, 0.3, 0.5], [0.5, -0.4, -0.1], [0.6, 0.7, 1.3], [-0.3, -0.5, -0.3], [0.5, -0.2, -1.2], [-0.6, 0.2, -0.6], [2.3, 0.5, -0.8], [-0.2, 0.1, -0.1], [0.5, -0.4, 0.2], [0.8, 0.7, -0.1], [-0.8, -0.7, 0.1], [0.3, -0.1, 0.1], [-0.3, 0.2, -0.8], [0.1, 0.7, 0.0], [0.2, 0.0, 0.2], [-0.3, 1.1, -0.4], [-0.1, 0.7, 0.8], [0.0, 0.8, -0.7], [0.0, 0.9, -0.8], [0.5, -0.6, -0.9], [-1.2, -0.7, -0.3]]}



Record 2
{"formula": "C8H14", "method": "the ωB97M-V functional and the def2-TZVPD basis", "homo_energy_ha": -0.311, "lumo_ev": 0.951, "max_force_ev_per_a": 5.585, "total_energy_ev": -8518.978, "smiles": "CC=C(C)C.C=C=C", "elements": ["C", "C", "C", "C", "C", "H", "H", "H", "H", "H", "H", "H", "H", "H", "H", "C", "C", "C", "H", "H", "H", "H"], "coordinates": [[-1.617469, 0.581532, -1.191980], [-0.345557, 0.687524, -0.626139], [0.176729, 1.402011, 0.369170], [-0.849973, 2.128961, 1.284532], [1.579029, 1.539025, 0.764327], [-1.602061, 0.452847, -2.347689], [-2.433462, 1.242957, -0.922923], [-2.092320, -0.405635, -0.915619], [0.292736, -0.110088, -1.108818], [-1.815453, 2.151177, 0.604801], [-0.449632, 3.167143, 1.590777], [-0.973934, 1.488858, 2.200728], [1.785554, 2.566872, 1.143591], [2.166012, 1.276463, -0.037549], [1.787288, 0.836547, 1.623759], [0.048155, -3.152938, -1.436975], [0.685616, -2.747196, -0.384274], [1.091906, -2.234621, 0.730005], [-1.000634, -2.856356, -1.573929], [0.679088, -3.793920, -2.220719], [1.612099, -1.388379, 0.780984], [1.276280, -2.832783, 1.673940]], "atomic_forces_ev_per_a": [[-4.4, -2.2, -2.6], [4.6, -1.3, 0.2], [-2.9, 1.1, 0.8], [0.0, 0.3, -1.4], [-0.5, -0.2, 2.8], [0.2, 0.6, 1.8], [0.2, 0.7, -0.1], [0.5, 0.5, -0.1], [0.1, 1.3, 0.4], [1.7, 0.5, 2.2], [-1.0, -1.5, -0.5], [-0.2, 0.8, -0.8], [0.0, -0.7, -0.5], [1.8, -0.4, -1.7], [0.0, 0.7, -0.7], [1.5, -1.4, -1.9], [-1.0, 0.1, 0.2], [0.0, -4.0, 1.8], [0.5, -0.4, -0.2], [-1.9, 1.5, 1.6], [1.7, 3.7, -0.2], [-0.9, 0.4, -1.2]]}



Record 3
{"formula": "C5H10N2O", "method": "the ωB97M-V functional and the def2-TZVPD basis", "homo_energy_ha": -0.327, "lumo_ev": 0.899, "max_force_ev_per_a": 4.413, "total_energy_ev": -10372.042, "smiles": "CC/C=N\\N(C)C=O", "elements": ["C", "C", "C", "N", "N", "C", "C", "O", "H", "H", "H", "H", "H", "H", "H", "H", "H", "H"], "coordinates": [[1.465258, -1.870334, 1.007146], [0.298193, -1.084791, 0.273092], [-0.264792, -0.163306, 1.245999], [-0.942199, 0.860058, 0.918420], [-1.243924, 1.039607, -0.350988], [-1.114774, 2.499415, -0.735295], [-1.726920, 0.094179, -1.141984], [-2.006370, -1.010353, -0.789505], [1.193354, -2.630416, 1.675555], [2.036739, -1.163670, 1.525119], [2.223757, -2.423816, 0.271553], [0.551521, -0.596060, -0.758804], [-0.374211, -1.745351, -0.129790], [-0.038336, -0.447538, 2.334871], [-0.193519, 3.015362, -0.421709], [-0.980703, 2.598716, -1.845021], [-2.088297, 2.954378, -0.223045], [-1.874755, 0.548502, -2.186533]], "atomic_forces_ev_per_a": [[1.3, -0.3, -4.2], [3.8, -0.4, -0.3], [-0.2, -0.7, 0.5], [0.1, 0.2, 3.7], [1.8, 3.1, -1.4], [-2.0, -0.3, 0.0], [-0.6, 1.6, -2.5], [-1.2, -1.5, -0.2], [-1.1, -0.9, 0.9], [1.1, 1.0, 0.9], [-1.7, 1.3, 1.3], [0.4, -0.3, 2.0], [-1.9, -1.9, -0.2], [-0.6, 1.1, -1.5], [-0.4, -0.8, 0.8], [-1.1, -0.2, 0.8], [2.3, -0.3, -1.6], [0.0, -0.8, 0.9]]}



Record 4
{"formula": "C18H17BaN4O6S", "method": "the ωB97M-V functional and the def2-TZVPD basis", "homo_energy_ha": -0.435, "charge": 1, "lumo_ev": -3.133, "max_force_ev_per_a": 0.593, "total_energy_ev": -48715.583, "elements": ["Ba", "O", "C", "O", "C", "O", "C", "C", "O", "O", "H", "H", "H", "H", "H", "S", "N", "C", "C", "C", "C", "C", "N", "C", "C", "N", "C", "C", "C", "C", "C", "N", "H", "H", "H", "H", "H", "H", "C", "C", "O", "H", "H", "H", "H", "H", "H"], "coordinates": [[-0.507583, -0.179451, -0.202802], [3.242980, -1.887701, 1.640066], [2.794338, -1.458089, 0.465757], [1.727085, -1.820212, 0.005972], [3.826927, -0.568875, -0.192224], [3.379054, 0.074630, -1.349098], [3.055033, 1.460305, -1.191806], [1.670137, 1.522767, -0.570579], [0.680728, 1.740518, -1.323027], [1.562202, 1.151870, 0.632587], [2.616200, -2.535602, 1.997673], [4.658709, -1.228743, -0.458475], [4.185069, 0.129644, 0.566399], [3.050027, 1.894052, -2.187223], [3.793954, 1.961663, -0.563097], [-7.846669, 3.732805, 0.999392], [-7.393101, 2.733602, -0.180293], [-6.167329, 2.331150, 0.116573], [-5.361924, 1.416742, -0.676174], [-5.816620, 0.860437, -1.872842], [-4.995118, 0.001606, -2.562765], [-3.738262, -0.274287, -2.028423], [-3.283097, 0.253282, -0.901194], [-4.082569, 1.095394, -0.218272], [-3.559531, 1.676333, 1.038025], [-2.317469, 1.324169, 1.424058], [-1.829546, 1.851296, 2.536939], [-2.525567, 2.752706, 3.339622], [-3.797011, 3.108790, 2.958688], [-4.331470, 2.564265, 1.789020], [-5.665900, 2.890033, 1.313269], [-6.519918, 3.704834, 1.912640], [-6.805166, 1.117462, -2.230664], [-5.304392, -0.454445, -3.491941], [-3.065223, -0.953480, -2.542841], [-0.819746, 1.556295, 2.805167], [-2.068028, 3.152333, 4.232718], [-4.393783, 3.802256, 3.536767], [1.458303, -0.847207, -4.250003], [-0.001029, -0.728882, -3.881910], [-0.293147, -1.428883, -2.646452], [1.657011, -0.286532, -5.163533], [1.729352, -1.888969, -4.439478], [2.093362, -0.455067, -3.455342], [-0.645713, -1.119236, -4.670957], [-0.267832, 0.312885, -3.700464], [0.280925, -2.203471, -2.603913]], "atomic_forces_ev_per_a": [[-0.5, -0.3, 0.1], [0.0, 0.0, -0.1], [0.1, -0.1, 0.1], [0.0, 0.2, 0.0], [-0.1, 0.0, 0.0], [0.1, 0.0, 0.0], [0.0, 0.0, 0.0], [0.1, 0.1, -0.1], [0.2, 0.1, 0.0], [0.0, 0.0, -0.1], [0.0, 0.0, 0.0], [0.0, 0.0, 0.0], [0.0, 0.0, 0.0], [0.0, 0.0, 0.0], [0.0, 0.0, 0.0], [0.0, 0.0, 0.0], [0.0, 0.0, 0.1], [0.1, -0.1, -0.2], [-0.1, 0.1, 0.1], [0.0, 0.0, 0.0], [0.0, 0.0, 0.1], [0.1, 0.0, -0.1], [0.0, 0.0, 0.1], [0.1, -0.1, 0.0], [0.1, -0.1, -0.1], [-0.1, 0.0, 0.0], [0.1, 0.0, 0.0], [-0.1, 0.0, 0.0], [0.0, 0.0, 0.0], [-0.1, 0.1, 0.0], [0.1, 0.0, 0.1], [0.0, 0.0, 0.0], [0.0, 0.0, 0.0], [0.0, 0.0, 0.0], [0.0, 0.0, 0.0], [0.0, 0.0, 0.0], [0.0, 0.0, 0.0], [0.0, 0.0, 0.0], [0.0, 0.0, 0.0], [0.0, 0.1, 0.0], [0.0, 0.0, 0.1], [0.0, 0.0, 0.0], [0.0, 0.0, 0.0], [0.0, 0.0, 0.0], [0.0, 0.0, 0.0], [0.0, 0.0, 0.0], [0.0, 0.0, -0.1]]}